{"formula": "C44H33Cl3F3N5O2OsS4", "method": "the ωB97M-V functional and the def2-TZVPD basis", "elements": ["Os", "N", "S", "N", "S", "N", "S", "N", "C", "C", "C", "C", "C", "C", "C", "C", "C", "C", "C", "C", "C", "C", "C", "C", "C", "C", "C", "C", "C", "C", "C", "C", "C", "C", "C", "C", "C", "C", "C", "C", "C", "C", "C", "C", "H", "H", "H", "H", "H", "H", "H", "H", "H", "H", "H", "H", "H", "H", "H", "H", "H", "H", "H", "H", "H", "H", "H", "H", "H", "H", "H", "H", "H", "H", "F", "C", "F", "F", "C", "C", "C", "C", "N", "C", "S", "H", "H", "H", "Cl", "C", "Cl", "Cl", "C", "O", "O"], "coordinates": [[-0.724, -0.253, 0.804], [1.768, 1.411, 0.554], [2.443, 2.659, 0.051], [1.572, 3.849, -0.621], [0.379, 3.581, -1.600], [-0.981, 3.275, -0.953], [-2.036, 2.126, -0.609], [-1.665, 0.678, -0.590], [-3.301, 2.348, -1.814], [-3.745, 3.635, -2.098], [-4.766, 3.790, -3.018], [-5.319, 2.674, -3.639], [-4.863, 1.399, -3.339], [-3.846, 1.222, -2.411], [-2.671, 2.713, 0.941], [-3.348, 1.760, 1.694], [-3.855, 2.129, 2.931], [-3.673, 3.424, 3.397], [-2.987, 4.359, 2.632], [-2.479, 4.010, 1.390], [0.875, 2.490, -2.901], [0.437, 1.178, -2.953], [0.946, 0.353, -3.946], [1.874, 0.840, -4.851], [2.312, 2.159, -4.776], [1.817, 2.998, -3.797], [0.137, 5.142, -2.379], [0.846, 6.260, -1.974], [0.580, 7.467, -2.608], [-0.366, 7.529, -3.620], [-1.061, 6.390, -4.015], [-0.817, 5.181, -3.390], [3.342, 3.590, 1.251], [4.251, 2.838, 1.992], [4.965, 3.465, 2.996], [4.771, 4.820, 3.245], [3.859, 5.552, 2.499], [3.126, 4.938, 1.495], [3.643, 2.098, -1.110], [4.510, 3.046, -1.641], [5.466, 2.626, -2.548], [5.537, 1.284, -2.908], [4.656, 0.357, -2.368], [3.692, 0.756, -1.453], [-3.308, 4.496, -1.608], [-5.135, 4.779, -3.250], [-6.117, 2.803, -4.358], [-5.300, 0.536, -3.822], [-3.478, 0.237, -2.158], [-3.511, 0.755, 1.315], [-4.400, 1.403, 3.519], [-4.074, 3.713, 4.360], [-2.845, 5.364, 3.004], [-1.931, 4.726, 0.794], [-0.275, 0.785, -2.242], [0.614, -0.675, -3.995], [2.264, 0.191, -5.624], [3.036, 2.536, -5.486], [2.153, 4.025, -3.734], [1.591, 6.189, -1.195], [1.119, 8.355, -2.311], [-0.561, 8.473, -4.112], [-1.789, 6.445, -4.812], [-1.350, 4.286, -3.688], [4.389, 1.782, 1.792], [5.674, 2.899, 3.584], [5.334, 5.305, 4.031], [3.710, 6.603, 2.704], [2.398, 5.491, 0.921], [4.452, 4.085, -1.339], [6.163, 3.340, -2.965], [6.292, 0.959, -3.611], [4.722, -0.685, -2.650], [2.994, 0.053, -1.016], [0.208, 4.258, 5.135], [1.205, 3.393, 4.921], [2.084, 3.531, 5.916], [1.826, 3.764, 3.786], [0.700, 1.979, 4.791], [-0.521, 1.651, 5.221], [-1.196, 0.391, 4.993], [-1.491, -0.731, 4.469], [2.258, 0.038, 4.257], [1.614, 0.998, 4.287], [0.493, 1.453, 1.698], [-1.104, 2.414, 5.722], [-2.235, 0.262, 5.435], [-1.406, -1.601, 1.187], [1.916, -3.958, 3.634], [1.115, -3.411, 2.280], [0.365, -1.689, 2.783], [0.536, -1.451, -0.654], [-3.444, -3.896, 1.321], [-3.513, -4.938, 1.813], [-3.367, -2.846, 0.827]], "forces_ev_per_a": [[0.0603, 0.0005, -0.9529], [0.0984, -0.1906, 0.0201], [-0.0345, 0.2249, -0.0659], [-0.1933, -0.0977, -0.0084], [-0.0298, -0.0113, 0.1046], [0.1687, -0.0463, -0.1061], [0.0376, 0.0283, -0.0710], [-0.1352, 0.1573, -0.2280], [-0.0045, 0.0365, 0.0044], [-0.0221, -0.0129, -0.0017], [0.0065, 0.0088, 0.0050], [-0.0015, -0.0042, -0.0030], [-0.0008, 0.0008, -0.0005], [-0.0003, -0.0012, -0.0095], [0.1009, -0.0320, 0.0098], [-0.0779, 0.0007, -0.0119], [0.0142, -0.0162, -0.0038], [-0.0002, 0.0059, 0.0220], [0.0134, 0.0110, 0.0018], [-0.0249, 0.0208, 0.0084], [0.0320, 0.0188, 0.0308], [-0.0641, -0.0200, -0.0060], [0.0124, -0.0067, -0.0164], [-0.0093, -0.0236, 0.0030], [0.0036, 0.0341, 0.0025], [0.0192, -0.0130, 0.0221], [-0.0103, 0.0192, 0.0398], [0.0377, 0.0050, -0.0284], [0.0054, 0.0092, -0.0064], [-0.0006, -0.0026, 0.0018], [0.0094, 0.0020, 0.0069], [-0.0132, -0.0049, -0.0077], [-0.0352, -0.0408, 0.0597], [-0.0122, -0.0209, 0.0012], [0.0188, 0.0181, -0.0117], [0.0240, -0.0063, -0.0164], [0.0230, 0.0003, -0.0326], [0.0604, 0.0396, -0.0700], [-0.0366, 0.0034, -0.0110], [0.0286, 0.0070, 0.0275], [-0.0100, -0.0085, -0.0060], [-0.0036, 0.0020, -0.0043], [-0.0073, -0.0012, -0.0013], [-0.0407, -0.0078, -0.0375], [0.0014, -0.0043, 0.0009], [-0.0002, -0.0002, -0.0015], [-0.0013, -0.0021, 0.0015], [0.0000, 0.0003, -0.0016], [0.0043, 0.0010, 0.0060], [0.0333, 0.0127, 0.0001], [0.0025, 0.0017, 0.0153], [-0.0084, -0.0056, -0.0066], [-0.0028, 0.0027, 0.0016], [0.0113, -0.0130, 0.0025], [0.0134, -0.0044, 0.0150], [0.0022, -0.0021, -0.0008], [-0.0009, 0.0000, 0.0007], [0.0001, -0.0028, 0.0002], [-0.0038, 0.0062, 0.0034], [-0.0129, -0.0023, -0.0015], [-0.0031, 0.0019, -0.0010], [0.0001, 0.0000, -0.0016], [-0.0021, 0.0003, 0.0000], [0.0028, 0.0022, 0.0045], [-0.0122, -0.0021, 0.0066], [-0.0026, -0.0026, 0.0025], [0.0019, 0.0011, -0.0012], [-0.0049, 0.0010, 0.0000], [-0.0093, 0.0038, 0.0021], [0.0019, -0.0006, 0.0025], [0.0002, 0.0005, 0.0008], [0.0023, 0.0015, 0.0023], [-0.0019, 0.0010, -0.0008], [0.0027, -0.0039, 0.0086], [-0.0407, -0.0318, 0.0043], [0.0932, 0.0956, 0.0914], [0.0351, -0.0715, -0.0106], [-0.1587, -0.0654, 0.0712], [-0.1115, 0.0815, 0.0435], [-0.1515, -0.0032, -0.2545], [0.4573, 0.9324, 0.3382], [-0.4434, -0.3723, 0.0482], [0.0658, 0.8386, -0.4028], [0.3527, -1.0100, 1.1649], [-0.0131, -0.0152, -0.0132], [-0.0140, 0.0332, -0.0858], [-0.1542, -0.1943, 0.0282], [-0.2953, -0.3321, 0.7024], [-0.2551, 0.2005, -0.3050], [-0.3354, 1.0632, 0.4725], [0.9107, -1.2361, -0.6684], [0.0997, 0.0375, 0.0669], [0.0070, -0.0599, 0.0160], [0.0020, 0.0333, -0.0106], [-0.0712, -0.0009, -0.0101]], "de_lowest_kcal_mol": 243.4, "total_charge": 2, "fmax_ev_per_a": 1.67, "e_lumo_ha": [-0.2173, -0.2172]}